(1)
124
Properties=species:S:1:pos:R:3:forces:R:3:lowdin_charge:R:1 method="wB97M-V/def2-TZVPD" gap_ev=6.46 e_tot_ha=-3947.87569 charge=+1
Bi 0.631687 0.077058 -0.061940 -1.8875 -0.0609 -0.3551 1.7470
C -3.094313 -3.320342 0.786260 0.2611 0.5696 0.3342 -0.1615
Si -1.947513 -2.124242 1.732960 0.3126 -0.4847 0.1188 0.3496
C -0.274513 -3.051942 1.818760 -0.6080 0.3275 0.1013 -0.1709
C -2.541813 -1.885442 3.532360 0.1291 -0.1457 -0.7451 -0.1601
N -1.631413 -0.614542 0.964160 -0.4644 -0.2339 -0.0436 -0.3759
P -2.400813 0.162158 -0.224940 0.4920 0.5292 -0.8663 0.6409
C -1.268213 1.227158 -1.057040 -0.7524 0.1813 1.6986 -0.5346
P -0.823113 2.662258 -0.168640 0.0930 -0.9046 -1.0384 0.6953
N 0.564687 2.200058 0.614460 0.0689 0.3465 0.4568 -0.4100
Si 1.616987 3.389658 1.369060 0.6019 0.5111 0.2873 0.4335
C 2.875387 2.747258 2.646060 -0.5265 -0.0660 -0.5876 -0.1633
C 0.635587 4.642058 2.435460 0.2551 -0.3996 -0.6235 -0.1579
C 2.624087 4.217158 -0.036340 -0.3060 -0.2423 0.6038 -0.1564
C -1.990113 3.397958 1.016960 0.1295 -0.1607 -0.3871 -0.3227
C -2.173813 2.718558 2.215460 0.1639 0.0446 -0.0481 -0.1066
C -3.127213 3.146158 3.119460 -0.0161 -0.0367 0.0649 -0.0578
C -3.899713 4.262658 2.834660 0.0265 -0.0261 -0.0154 -0.0623
C -3.732413 4.931158 1.633360 -0.0146 0.1155 -0.0352 -0.0709
C -2.792213 4.493158 0.716260 0.1391 -0.0115 0.0113 -0.0999
C -0.379113 3.953458 -1.380240 -0.2309 0.0297 0.2553 -0.2942
C -0.202513 5.293158 -1.051940 -0.0737 -0.0450 -0.0227 -0.1155
C 0.249187 6.192158 -2.001640 0.0435 0.1785 0.0228 -0.0715
C 0.556187 5.767258 -3.283040 0.0459 -0.0261 -0.0015 -0.0710
C 0.373787 4.436358 -3.621240 0.0883 0.0179 -0.0295 -0.0684
C -0.097813 3.542658 -2.677040 -0.0466 -0.1231 -0.0648 -0.0902
C -3.998313 0.881358 0.276660 0.3579 -0.0558 -0.1346 -0.3121
C -4.792013 0.207058 1.195660 0.1335 0.0571 -0.0688 -0.0880
C -6.039013 0.702258 1.529660 -0.0997 -0.0647 0.0740 -0.0685
C -6.486713 1.884958 0.962360 -0.0342 0.0035 -0.0063 -0.0723
C -5.697013 2.559358 0.045260 -0.1025 0.0355 -0.0727 -0.0719
C -4.462113 2.049958 -0.313140 0.0408 -0.1593 -0.0496 -0.0936
C -2.907413 -1.005442 -1.543240 -0.0250 -0.0146 0.3415 -0.2876
C -4.223613 -1.176942 -1.949640 0.0849 0.1149 0.1079 -0.0653
C -4.533613 -2.087942 -2.945140 -0.0695 -0.0716 -0.1568 -0.0667
C -3.533813 -2.822842 -3.557040 -0.1071 -0.0359 -0.0253 -0.0799
C -2.216213 -2.649642 -3.165040 0.1666 -0.0394 0.0022 -0.0880
C -1.908513 -1.756542 -2.155240 -0.0961 0.0116 0.0131 -0.1359
H -3.212813 -4.249442 1.336060 0.0179 -0.1503 0.2032 0.0291
H -2.677213 -3.561742 -0.188340 0.1002 0.0019 -0.1415 0.0163
H -4.084713 -2.911442 0.614360 -0.2255 0.0784 -0.0416 0.0192
H -0.444113 -4.098242 2.047860 -0.0353 -0.3070 0.0485 0.0277
H 0.368787 -2.652542 2.593260 0.2160 0.0758 0.1923 0.0048
H 0.258787 -2.990442 0.874460 0.0684 0.0218 -0.2291 -0.0190
H -2.816513 -2.840042 3.968960 -0.0456 -0.2337 0.1142 0.0285
H -3.402413 -1.229942 3.604460 -0.2078 0.1461 -0.0310 0.0125
H -1.759513 -1.455842 4.149560 0.2275 0.0955 0.1031 0.0031
H 2.407987 2.266258 3.497760 -0.1533 -0.1072 0.1991 0.0250
H 3.409387 3.613258 3.017660 0.1314 0.3177 0.0507 0.0389
H 3.607287 2.070458 2.227560 0.2490 -0.0657 -0.1103 0.0062
H 0.178987 4.145158 3.286760 -0.0749 -0.1710 0.1120 0.0305
H -0.153913 5.156958 1.903260 -0.1823 0.1027 -0.0288 -0.0009
H 1.309587 5.398858 2.825860 0.2623 0.0995 0.0200 0.0357
H 2.300387 3.868158 -1.013040 -0.0853 -0.0386 -0.1153 0.0117
H 3.681887 3.995458 0.062660 0.2573 -0.0721 0.0983 0.0217
H 2.513187 5.296158 -0.014840 0.0124 0.2223 -0.0321 0.0257
H -1.556813 1.851958 2.413160 -0.0401 -0.0794 0.1058 0.0828
H -3.271613 2.606658 4.043360 -0.0173 -0.0336 0.1060 0.1088
H -4.635113 4.608658 3.545160 -0.0767 0.0084 0.0635 0.1086
H -4.343013 5.792458 1.402560 -0.0441 0.0477 -0.0043 0.1108
H -2.688113 4.997458 -0.233740 -0.0183 0.0489 -0.0500 0.1075
H -0.408413 5.641358 -0.053040 -0.0334 0.0814 0.0997 0.0878
H 0.370487 7.231558 -1.736240 0.0393 0.1001 0.0381 0.1100
H 0.945087 6.465658 -4.009440 -0.0452 0.0735 -0.0620 0.1068
H 0.598287 4.093658 -4.621240 0.0094 -0.0265 -0.0800 0.1032
H -0.262013 2.508858 -2.936440 -0.1077 -0.0045 -0.0019 0.0572
H -4.427413 -0.709842 1.633160 -0.0492 -0.1014 0.1175 0.0713
H -6.668113 0.163358 2.223060 -0.0245 -0.0212 0.0892 0.1071
H -7.457113 2.276458 1.228560 -0.0824 0.0365 0.0298 0.1061
H -6.049913 3.478458 -0.398940 -0.0334 0.0767 -0.0384 0.1106
H -3.844813 2.546058 -1.049940 -0.0211 0.0549 -0.0486 0.1060
H -5.007113 -0.596242 -1.484240 -0.0815 -0.0070 -0.0037 0.1035
H -5.559313 -2.220242 -3.254340 -0.1110 -0.0047 -0.0060 0.1078
H -3.780613 -3.530542 -4.334540 -0.0108 -0.0411 -0.0710 0.1052
H -1.433913 -3.211342 -3.656240 0.0991 -0.0629 -0.0205 0.0988
H -0.882613 -1.644742 -1.827040 0.1625 -0.0660 -0.0271 0.0511
C 1.310587 -0.625742 4.442060 0.3497 0.0217 0.0470 -0.0271
C 2.659087 -0.956942 4.536660 -0.3757 0.1131 -0.1066 -0.0232
C 3.464987 -0.827142 3.422760 -0.0773 0.1411 -0.3550 0.0173
C 2.916287 -0.338442 2.231460 -0.4744 -0.2783 1.1566 -0.2473
N 1.617087 -0.024842 2.170560 0.6885 -0.1490 0.1573 -0.0462
C 0.836287 -0.171842 3.226760 -0.0228 0.0517 0.3798 -0.1596
C 3.693087 -0.162542 1.006360 0.6536 -0.0375 -0.8220 -0.2393
C 5.047387 -0.485342 0.952160 -0.1533 0.1662 -0.0965 0.0163
C 5.716987 -0.383942 -0.252440 -0.3613 0.0536 -0.0586 -0.0121
C 5.001087 -0.043942 -1.387240 -0.0192 0.1237 0.1464 0.0129
C 3.650787 0.275758 -1.275140 0.6919 -0.0460 0.7732 -0.2224
N 3.035987 0.270058 -0.083240 0.9087 -0.0127 -0.0226 0.0219
C 2.827387 0.499958 -2.463340 -0.4406 0.1312 -1.2451 -0.2127
C 3.363187 0.694658 -3.741640 0.0288 -0.0357 0.3950 0.0120
C 2.527387 0.668558 -4.841340 -0.3421 -0.0303 0.0703 -0.0276
C 1.164387 0.466158 -4.656040 0.4320 0.0038 -0.0217 -0.0185
C 0.699887 0.344558 -3.361440 -0.1840 -0.0794 -0.3514 -0.1583
N 1.505887 0.378958 -2.312440 0.5715 0.2023 0.0897 -0.0297
H 0.653987 -0.708842 5.291260 -0.1196 -0.0325 0.0974 0.1137
H 3.074987 -1.309642 5.467360 0.0298 -0.0569 0.0843 0.1178
H 4.504287 -1.097642 3.490160 0.1107 -0.0079 -0.0086 0.1086
H -0.201113 0.082558 3.072460 -0.1972 0.0469 0.0208 0.0846
H 5.574787 -0.805042 1.833960 0.0385 -0.0300 0.0620 0.1101
H 6.770387 -0.604642 -0.311840 0.1041 -0.0651 -0.0331 0.1203
H 5.485487 -0.050642 -2.347740 0.0400 0.0105 -0.1137 0.1116
H 4.418187 0.861358 -3.877540 0.1265 -0.0167 0.0009 0.1103
H 2.928287 0.785158 -5.837140 0.0716 0.0667 -0.0428 0.1171
H 0.490387 0.414858 -5.495640 -0.1187 -0.0109 -0.0228 0.1164
H -0.351013 0.217058 -3.138740 -0.1021 0.1323 0.0302 0.0783
C 2.221987 -6.976542 -2.155540 0.0057 -0.0768 0.2651 -0.0715
C 2.579987 -6.925642 -0.672940 0.0044 0.2351 -0.0783 -0.4027
C 4.084887 -6.775342 -0.473140 -0.2027 -0.1099 0.0048 -0.0753
C 1.820887 -5.796942 0.048560 0.1523 -1.0285 0.3584 -0.1213
N 2.066887 -4.506342 -0.522440 -0.5722 1.1038 -0.9271 -0.1054
C 1.336487 -3.805142 -1.411840 0.3934 -0.1204 0.2985 -0.1461
N 1.928887 -2.653542 -1.619440 -0.7586 -0.0479 -0.6206 0.0309
N 3.022287 -2.665642 -0.861240 0.4980 0.5936 0.0888 -0.0155
N 3.112487 -3.748242 -0.207040 0.5866 -0.7530 0.9396 0.0806
H 2.671787 -7.854042 -2.611140 0.0306 -0.0583 -0.1113 0.0832
H 2.598487 -6.098642 -2.675740 0.0483 0.1071 -0.1124 0.0765
H 1.144987 -7.034342 -2.301040 -0.1322 -0.0187 -0.0714 0.0786
H 2.250387 -7.858042 -0.203840 -0.0165 0.0717 0.0316 0.1392
H 4.436487 -5.824542 -0.866940 0.0744 0.0562 -0.0494 0.0650
H 4.613987 -7.573942 -0.984940 0.0856 -0.0913 -0.0464 0.0816
H 4.336287 -6.818142 0.583260 0.1074 0.0132 0.1258 0.0800
H 2.140887 -5.754742 1.093060 -0.1740 0.0473 -0.0808 0.1335
H 0.744287 -5.977842 0.004160 0.0822 0.1007 0.0680 0.1331
H 0.425687 -4.134142 -1.863540 -0.2894 -0.1614 -0.0568 0.1276



(2)
15
Properties=species:S:1:pos:R:3:forces:R:3:lowdin_charge:R:1 method="wB97M-V/def2-TZVPD" gap_ev="7.97 / 8.22" relative_energy_kcal_mol=152.3 e_tot_ha=-768.02155 charge=0
C 1.707127 -3.043041 -1.904346 0.6656 -0.1092 0.7646 0.0193
C 1.555447 -2.125856 -1.154986 -0.3126 -0.6137 -1.0869 0.0193
C 0.308552 1.394442 0.773383 0.7521 0.3331 -0.6916 -0.1787
C -0.767646 1.313902 -0.373725 -0.3863 -0.6934 3.2780 -0.1444
C -0.380627 0.816765 1.964593 0.2480 1.3859 0.4645 -0.1373
C -1.679583 0.191725 0.260219 1.7542 2.0023 -2.6129 -0.7504
O -1.439486 0.096090 1.541942 -0.4143 -0.8469 1.6548 -0.0335
Cl -3.029089 -0.367180 -0.625513 -0.1127 -0.0530 0.9658 0.6908
H 2.115734 -3.916597 -2.279276 0.2013 -1.1290 -0.8786 0.0000
H 1.124406 -1.253616 -0.853157 -0.5771 1.8374 1.1970 -0.0329
H 1.061410 0.585837 0.599846 0.2332 0.8523 -0.4459 0.1006
H 0.816138 2.442683 0.859307 -0.8966 -2.1110 0.0745 0.1434
H -1.205916 2.316566 -0.460923 -0.4438 -0.4126 -0.3517 0.1105
H -0.360911 0.925073 -1.255736 0.4877 -0.0304 -1.5365 0.0713
H 0.174448 0.623207 2.908378 -1.1986 -0.4118 -0.7951 0.1221